Record 1
{"formula": "C10H16O", "method": "the ωB97M-V functional and the def2-TZVPD basis", "molar_mass_da": 152.237, "total_charge": 0, "relative_energy_kcal_mol": 55.5, "largest_force_ev_per_a": 7.25, "homo_lumo_gap_ev": 9.14, "lumo_energy_ev": 0.8227, "homo_ha": -0.306, "multiplicity": 1, "smiles": "Cc1ccc(O)cc1.CCC", "species": ["C", "C", "C", "C", "C", "O", "C", "C", "H", "H", "H", "H", "H", "H", "H", "H", "C", "C", "C", "H", "H", "H", "H", "H", "H", "H", "H"], "xyz": [[-2.992575, -0.373398, -1.469086], [-1.898915, 0.233014, -0.579442], [-0.610126, 0.456897, -1.036336], [0.328515, 1.048115, -0.254372], [0.040231, 1.313893, 1.087762], [0.791013, 1.948952, 2.027262], [-1.280329, 1.354327, 1.515355], [-2.194122, 0.554191, 0.747551], [-3.266091, 0.237174, -2.285026], [-3.822232, -0.417553, -0.848235], [-2.856844, -1.486733, -1.581074], [-0.327584, 0.042455, -2.014382], [1.328417, 1.104132, -0.616442], [1.705635, 1.969827, 1.778552], [-1.653883, 1.928666, 2.365327], [-3.146194, 0.339368, 1.108307], [2.722570, -1.065771, -1.544923], [2.524851, -1.642071, -0.118963], [1.406441, -2.669889, 0.054711], [3.156161, -1.912358, -2.212850], [3.325744, -0.313052, -1.469232], [1.785946, -0.808884, -2.064441], [3.536368, -2.054785, 0.203855], [2.325231, -0.835280, 0.616774], [0.411391, -2.293356, -0.145975], [1.511002, -3.547773, -0.585622], [1.379582, -2.799312, 1.118826]], "forces_ev_per_a": [[1.807, -1.708, 1.841], [-0.550, -0.778, 0.102], [-0.716, -0.734, -1.216], [1.079, -0.648, 1.563], [-1.793, 2.470, 0.397], [0.994, -0.035, -0.007], [-1.818, -2.672, -1.507], [2.063, 2.211, -0.584], [0.125, 0.168, -1.344], [-2.006, 0.314, 1.155], [0.363, 1.174, -0.989], [-0.158, 0.604, 0.254], [0.692, 0.248, -0.141], [0.846, 0.093, -0.238], [0.613, -0.593, 0.104], [-1.626, -0.045, 0.623], [-3.331, -6.382, -0.840], [0.663, 0.261, -0.164], [0.316, 0.674, -0.236], [-0.381, 1.500, 1.056], [3.684, 4.530, -0.131], [0.226, 0.163, 0.481], [-1.278, 0.204, -0.323], [0.078, -0.172, -0.514], [-0.147, 0.615, -0.427], [0.279, -0.230, 0.531], [-0.023, -1.228, 0.551]]}



Record 2
{"formula": "C4H5NO2", "method": "the ωB97M-V functional and the def2-TZVPD basis", "molar_mass_da": 99.089, "total_charge": 0, "relative_energy_kcal_mol": 111.9, "largest_force_ev_per_a": 3.64, "homo_lumo_gap_ev": 10.21, "lumo_energy_ev": 0.6806, "homo_ha": -0.350, "multiplicity": 1, "smiles": "O=C1NC[C@H]2O[C@@H]12", "species": ["O", "C", "N", "C", "C", "O", "C", "H", "H", "H", "H", "H"], "xyz": [[0.573235, -1.667754, -1.728747], [0.279821, -0.899515, -0.851112], [-0.120041, 0.438623, -1.035784], [-0.897211, 0.799897, 0.150760], [0.251602, 0.400721, 1.032861], [-0.073524, -0.766221, 1.839896], [0.643352, -0.964042, 0.634501], [-0.330793, 0.791452, -1.947097], [-1.817804, 0.214882, 0.243288], [-1.111576, 1.871800, 0.204832], [0.989027, 1.039935, 0.368089], [1.655961, -1.335907, 0.821620]], "forces_ev_per_a": [[-0.055, 0.073, 0.232], [-0.192, -0.198, -0.672], [-0.858, -0.519, -1.019], [-0.020, 0.028, -0.432], [-0.039, -0.055, -0.716], [0.559, 0.924, 0.283], [0.086, -0.152, -0.491], [-0.340, -0.246, -0.524], [0.132, 0.061, 0.167], [0.055, -0.240, -0.111], [0.931, 0.144, 3.516], [-0.258, 0.180, -0.232]]}



Record 3
{"formula": "C32H29F2IrN8OS4", "method": "the ωB97M-V functional and the def2-TZVPD basis", "molar_mass_da": 900.120, "total_charge": 1, "relative_energy_kcal_mol": 51.9, "largest_force_ev_per_a": 6.27, "homo_lumo_gap_ev": [6.93, 4.97], "lumo_energy_ev": [-3.4479, -5.1312], "homo_ha": [-0.381, -0.371], "multiplicity": 2, "species": ["Ir", "N", "C", "S", "N", "N", "C", "C", "C", "C", "C", "C", "N", "H", "H", "H", "H", "H", "H", "H", "F", "C", "C", "C", "C", "C", "F", "C", "C", "C", "C", "C", "C", "N", "H", "H", "H", "H", "H", "H", "S", "C", "S", "C", "N", "N", "C", "C", "C", "C", "C", "C", "S", "H", "H", "H", "H", "H", "O", "C", "C", "C", "C", "C", "C", "N", "H", "H", "H", "H", "H", "H", "H", "H", "H", "H", "H"], "xyz": [[-0.848948, -0.996594, -0.859990], [-4.604019, -0.195511, -3.216163], [-3.664781, -0.630932, -2.366374], [-2.274005, -1.427742, -3.070153], [-3.837478, -0.439863, -1.086889], [-2.863351, -0.791105, -0.277477], [-3.064191, -0.894789, 0.999492], [-1.959828, -1.293325, 1.806403], [-2.076563, -1.588036, 3.171483], [-0.974013, -1.990077, 3.883339], [0.265090, -2.055512, 3.242867], [0.327893, -1.755551, 1.902414], [-0.746614, -1.402449, 1.191063], [-4.504892, -0.417356, -4.190334], [-5.510148, 0.069009, -2.864749], [-4.047840, -0.700091, 1.408466], [-3.051397, -1.516896, 3.634017], [-1.056100, -2.253058, 4.929061], [1.158110, -2.339007, 3.779021], [1.268584, -1.780908, 1.369554], [4.442316, -0.662636, -1.489850], [3.376037, -1.471826, -1.484116], [2.138034, -0.954868, -1.143663], [1.014870, -1.776284, -1.161872], [1.162622, -3.145803, -1.426039], [2.429383, -3.611816, -1.783344], [2.610463, -4.901686, -2.109538], [3.542409, -2.798609, -1.828758], [-0.028851, -3.975454, -1.235734], [-0.068326, -5.370211, -1.248250], [-1.263272, -6.021483, -0.998210], [-2.410592, -5.280238, -0.754616], [-2.303619, -3.904311, -0.751288], [-1.151455, -3.281754, -0.968902], [2.063363, 0.085647, -0.855768], [4.508179, -3.197317, -2.104175], [0.822085, -5.943627, -1.440416], [-1.304099, -7.102253, -0.999087], [-3.363975, -5.751859, -0.568544], [-3.169824, -3.278858, -0.578860], [2.810903, 5.293266, 3.246835], [1.714748, 4.212034, 2.668949], [1.717460, 3.725036, 0.999294], [0.387664, 2.595891, 1.345850], [0.031233, 2.625614, 2.601598], [0.721894, 3.504645, 3.331231], [0.354569, 3.591905, 4.715643], [-0.232735, 2.460043, 5.284251], [-0.573873, 2.458808, 6.622899], [-0.340079, 3.581240, 7.403586], [0.213841, 4.713220, 6.829506], [0.548672, 4.734464, 5.484237], [-0.301943, 1.739699, 0.081553], [-0.403376, 1.595203, 4.661401], [-1.009481, 1.571997, 7.063002], [-0.597986, 3.576689, 8.453971], [0.388234, 5.593551, 7.432401], [0.936433, 5.636441, 5.048814], [-0.497735, 0.661855, -2.386508], [-0.079460, 0.892795, -3.519792], [0.849541, -0.011920, -4.265942], [2.197762, 0.774276, -4.331835], [2.387931, 1.886715, -3.267070], [1.749416, 3.254940, -3.583757], [0.222808, 3.269705, -3.417228], [-0.304354, 2.094461, -4.121541], [0.476347, -0.228058, -5.267821], [0.957536, -0.952880, -3.729520], [2.312964, 1.226827, -5.319225], [3.006119, 0.051959, -4.216526], [3.461397, 2.045350, -3.156308], [2.022093, 1.541874, -2.297361], [1.999426, 3.532667, -4.612674], [2.187651, 4.012211, -2.929398], [-0.212547, 4.171775, -3.844465], [-0.065950, 3.204702, -2.370386], [-0.018378, 2.106038, -5.091680]], "forces_ev_per_a": [[-1.047, -6.142, -0.730], [-0.181, -0.144, 0.144], [1.214, -0.268, -0.571], [0.279, 0.287, 0.635], [-1.980, 0.422, 0.464], [0.981, 0.976, 0.352], [-0.830, 0.198, -0.947], [1.181, -0.219, 0.714], [-0.386, 0.081, -0.543], [0.546, -0.065, 0.024], [-0.439, -0.067, 0.264], [0.282, 0.041, -0.140], [-0.282, 0.837, -0.270], [-0.033, 0.024, -0.021], [0.053, 0.076, 0.054], [-0.032, -0.124, 0.052], [0.004, 0.021, 0.018], [-0.039, 0.059, 0.022], [0.036, -0.007, -0.038], [-0.051, -0.012, -0.061], [0.041, -0.017, -0.016], [-0.316, -0.005, 0.125], [0.328, -0.110, -0.021], [0.270, 1.522, -0.238], [-0.090, -0.136, 0.045], [0.066, 0.186, 0.079], [-0.038, -0.062, 0.035], [0.126, -0.120, -0.070], [0.191, -0.029, -0.080], [-0.210, -0.119, 0.000], [0.008, 0.116, -0.035], [0.112, 0.078, -0.009], [-0.443, -0.030, 0.103], [0.458, 1.842, 0.364], [-0.022, 0.005, -0.086], [-0.011, -0.008, -0.014], [0.057, 0.079, -0.026], [0.039, -0.008, -0.008], [-0.019, 0.035, -0.009], [0.058, -0.002, -0.002], [-0.384, -0.316, -0.002], [0.916, 0.595, -0.024], [-0.516, -0.400, 0.490], [0.876, 0.374, -0.940], [-0.492, -0.008, 0.685], [-0.349, -0.156, -0.470], [-0.090, -0.205, 0.462], [0.213, 0.031, -0.130], [0.008, -0.002, -0.007], [0.004, 0.039, 0.059], [-0.083, -0.075, 0.026], [-0.011, -0.021, -0.226], [-0.213, 0.252, 0.288], [-0.005, -0.059, 0.071], [-0.032, 0.001, -0.014], [0.013, -0.006, 0.004], [-0.027, 0.038, -0.038], [0.130, 0.044, -0.065], [0.172, 1.027, 0.294], [-0.031, -0.465, -0.192], [0.171, 0.016, 0.087], [-0.021, -0.006, 0.148], [0.004, 0.077, -0.156], [-0.133, -0.092, 0.159], [0.289, 0.066, -0.073], [-0.354, 0.132, 0.018], [-0.043, 0.027, -0.003], [-0.031, 0.030, -0.007], [0.028, -0.048, -0.019], [0.009, 0.003, -0.065], [-0.002, -0.031, 0.027], [0.066, 0.036, 0.022], [0.031, 0.050, 0.010], [0.003, 0.037, -0.048], [-0.049, -0.017, 0.047], [-0.030, -0.038, 0.006], [0.083, -0.124, 0.015]]}



Record 4
{"formula": "C16H15N3O4S", "method": "the ωB97M-V functional and the def2-TZVPD basis", "molar_mass_da": 345.380, "total_charge": 0, "relative_energy_kcal_mol": 82.9, "largest_force_ev_per_a": 1.25, "homo_lumo_gap_ev": 8.28, "lumo_energy_ev": -0.2936, "homo_ha": -0.315, "multiplicity": 1, "smiles": "CCN(c1ccccc1)S(=O)(=O)c1c[nH]c2ccc([N+](=O)[O-])cc12", "species": ["C", "C", "N", "C", "C", "C", "C", "C", "C", "S", "O", "O", "C", "C", "N", "C", "C", "C", "C", "N", "O", "O", "C", "C", "H", "H", "H", "H", "H", "H", "H", "H", "H", "H", "H", "H", "H", "H", "H"], "xyz": [[2.995672, 0.213890, 2.133677], [3.083078, -1.042677, 1.270191], [2.121979, -1.104437, 0.187763], [0.927903, -1.831507, 0.332959], [0.257395, -1.904944, 1.551537], [-0.916501, -2.630800, 1.658269], [-1.440885, -3.284939, 0.557964], [-0.773392, -3.220427, -0.653876], [0.406883, -2.508213, -0.768494], [2.223817, 0.092039, -0.965155], [3.570632, 0.579354, -0.958972], [1.660853, -0.364560, -2.196453], [1.186565, 1.405375, -0.353873], [1.638203, 2.625566, 0.053735], [0.592080, 3.387941, 0.485806], [-0.562938, 2.677112, 0.359120], [-1.875202, 3.023493, 0.672570], [-2.855180, 2.090863, 0.433643], [-2.531353, 0.845009, -0.126559], [-3.595482, -0.093681, -0.368556], [-3.314765, -1.144466, -0.903371], [-4.714334, 0.219213, -0.016181], [-1.235417, 0.485416, -0.452105], [-0.229640, 1.405470, -0.185357], [3.643697, 0.102198, 2.999769], [1.979430, 0.393497, 2.477484], [3.327629, 1.072418, 1.558425], [4.072671, -1.078357, 0.807859], [2.947880, -1.940463, 1.877789], [0.649053, -1.401299, 2.421568], [-1.425418, -2.676527, 2.610205], [-2.363023, -3.837838, 0.640959], [-1.174265, -3.728907, -1.516604], [0.926514, -2.450688, -1.710092], [2.645162, 2.993201, 0.049652], [0.660986, 4.333338, 0.825970], [-2.113410, 3.990566, 1.086781], [-3.889669, 2.296787, 0.660100], [-1.027934, -0.471095, -0.903858]], "forces_ev_per_a": [[0.036, -0.254, -0.002], [0.613, 0.278, 0.415], [0.323, 0.679, -0.948], [-0.702, -0.473, -0.106], [0.215, 0.099, -0.066], [-0.054, -0.059, 0.033], [-0.015, -0.010, 0.016], [0.021, 0.018, 0.040], [0.002, -0.140, 0.034], [-0.339, 0.556, 0.202], [0.033, -0.046, 0.321], [-0.263, -0.099, 0.189], [0.655, -0.307, -0.272], [0.301, -0.260, -0.167], [0.204, 0.251, 0.060], [-0.348, -0.720, -0.215], [0.028, -0.058, -0.030], [-0.101, -0.092, -0.037], [1.017, 0.716, 0.151], [-0.370, -0.355, -0.096], [0.006, -0.253, -0.175], [-0.333, 0.027, 0.080], [-0.478, 0.026, 0.037], [-0.430, 0.437, 0.202], [0.066, 0.036, 0.087], [-0.074, 0.052, 0.065], [0.039, 0.101, 0.086], [-0.033, -0.137, 0.216], [-0.021, 0.044, -0.169], [0.049, 0.095, 0.071], [-0.034, -0.004, 0.067], [-0.104, -0.043, 0.010], [-0.033, -0.044, -0.105], [0.028, -0.085, -0.048], [0.186, 0.088, 0.032], [0.027, -0.130, -0.053], [-0.069, 0.093, 0.053], [-0.004, 0.027, 0.014], [-0.045, -0.055, 0.007]]}



Record 5
{"formula": "BH3S", "method": "the ωB97M-V functional and the def2-TZVPD basis", "molar_mass_da": 45.903, "total_charge": 0, "relative_energy_kcal_mol": 82.4, "largest_force_ev_per_a": 4.74, "homo_lumo_gap_ev": 8.68, "lumo_energy_ev": -0.2978, "homo_ha": -0.330, "multiplicity": 1, "species": ["B", "S", "H", "H", "H"], "xyz": [[0.255825, -0.224242, -0.310312], [-0.072579, 0.161057, 1.288752], [0.594024, 0.303817, -1.190426], [-1.156805, -1.555366, -1.213757], [0.379535, 1.314734, 1.425743]], "forces_ev_per_a": [[-3.588, -2.923, -1.013], [-1.838, -3.149, 1.703], [1.611, 1.493, -2.327], [2.207, 1.578, 1.572], [1.609, 3.001, 0.065]]}